(1)
Entry from the OMol25 dataset: one molecule with the formula C3H3FOS (ωB97M-V/def2-TZVPD).

For the lowest unoccupied orbital energy, the calculation gives 0.721 eV. Its SMILES is O=CS/C=C\F. The calculation puts the HOMO-LUMO gap at 0.37674 Ha.

```
! wB97M-V def2-TZVPD RIJCOSX def2/J DEFGRID3
* xyz 0 1
O -2.2656 0.6407 -0.1840
C -2.0272 -0.5229 -0.1506
S -0.4149 -1.2621 0.1195
C 0.5573 0.2774 0.1905
C 1.8304 0.3765 0.0298
F 2.6956 -0.6406 -0.2862
H -2.7955 -1.3340 -0.4025
H 0.0289 1.1507 0.5036
H 2.3910 1.3143 0.1800
*
```



(2)
Entry from the OMol25 dataset: one molecule with the formula C3H3FOS (ωB97M-V/def2-TZVPD).

For the lowest unoccupied orbital energy, the calculation gives 0.646 eV. Its SMILES is O=CS/C=C/F. The calculation puts the HOMO-LUMO gap at 0.37432 Ha.

```
! wB97M-V def2-TZVPD RIJCOSX def2/J DEFGRID3
* xyz 0 1
O -2.5716 1.0750 -0.0135
C -1.4906 0.5926 0.2606
S -1.2323 -1.1434 0.0550
C 0.5471 -1.0446 0.1045
C 1.1258 0.0302 -0.4458
F 2.4264 0.3249 -0.2713
H -0.6210 1.0742 0.6636
H 0.9986 -1.7733 0.6847
H 0.8175 0.8644 -1.0380
*
```



On energetic grounds, (1) is preferred over the next structure by 0.0138 hartree.



(1)
Entry from the OMol25 dataset: a 2-piece molecular cluster, CH5OPS overall (ωB97M-V/def2-TZVPD).

As for the expectation value of S²: 2.01. For the lowest unoccupied orbital energy (spin up / spin down), the calculation gives 0.727 / -2.611 eV. The calculation puts the HOMO-LUMO gap (spin up / spin down) at 0.30951 / 0.26386 Ha.

```
! wB97M-V def2-TZVPD RIJCOSX def2/J DEFGRID3
* xyz 0 3
C 0.0018 -0.4722 0.0568
O 0.5109 -0.1620 -1.2053
P 1.3984 -1.0188 -2.2698
S -0.9456 1.5646 2.4617
H -0.2001 0.5255 0.5037
H 0.8087 -1.0391 0.5534
H -0.9592 -0.9326 0.1990
H 1.7274 0.1159 -2.9799
H -2.3423 1.4187 2.6804
*
```



(2)
Entry from the OMol25 dataset: one molecule with the formula CH5OPS (ωB97M-V/def2-TZVPD).

As for the expectation value of S²: 2.01. For the lowest unoccupied orbital energy (spin up / spin down), the calculation gives 0.811 / -2.959 eV. The calculation puts the HOMO-LUMO gap (spin up / spin down) at 0.21307 / 0.27063 Ha.

```
! wB97M-V def2-TZVPD RIJCOSX def2/J DEFGRID3
* xyz 0 3
C -0.5243 1.2731 0.1916
O 1.9340 0.1876 -0.0634
P -0.4562 -1.5785 -0.4145
S 0.6015 0.2324 -0.8868
H 0.1084 2.1203 0.2501
H -0.8084 0.7282 1.0970
H -1.5904 1.2992 -0.2613
H 0.6432 -2.3384 -0.7975
H 0.0923 -1.9239 0.8849
*
```



On energetic grounds, (1) is preferred over the next structure by 0.0932 hartree.